A 3-piece molecular cluster, C19H52N7O4P2 overall at a distorted geometry. Source: OMol25; level of theory: ωB97M-V with the def2-TZVPD basis set.

The geometry in ORCA input format:
```
! wB97M-V def2-TZVPD RIJCOSX def2/J DEFGRID3
* xyz 1 1
C 0.045 3.225 -1.580
C 0.288 4.860 -1.526
O 0.574 5.448 -2.878
C -0.825 5.689 -0.665
C -2.377 5.547 -1.145
C -2.624 5.264 -2.735
O -3.983 4.660 -2.928
C -3.804 3.251 -2.482
C -3.395 3.217 -0.893
N -3.184 4.573 -0.260
H -0.890 2.894 -2.198
H 1.026 2.723 -2.030
H -0.090 2.781 -0.490
H 1.320 4.992 -0.939
H 0.042 6.311 -2.928
H -0.547 6.844 -0.545
H -0.775 5.259 0.448
H -2.882 6.609 -0.926
H -2.604 6.273 -3.327
H -1.876 4.527 -3.247
H -4.820 2.637 -2.608
H -2.997 2.662 -3.095
H -4.325 2.728 -0.327
H -2.480 2.514 -0.637
H -2.817 4.538 0.730
H -4.150 5.012 -0.175
O -0.603 1.928 2.786
P 0.022 0.993 3.851
N 1.622 1.417 3.408
C 2.272 0.912 2.211
C 1.918 2.846 3.552
N -0.460 -0.448 3.060
C 0.407 -1.518 2.594
C -1.666 -0.405 2.231
N 0.739 -0.081 5.075
C -0.309 -0.571 5.994
C 1.828 0.428 5.923
H 2.523 -0.142 2.323
H 3.242 1.397 2.039
H 1.658 1.056 1.316
H 1.537 3.217 4.510
H 1.467 3.440 2.751
H 2.999 3.030 3.555
H 0.784 -1.322 1.586
H -0.138 -2.469 2.560
H 1.256 -1.700 3.259
H -1.453 0.020 1.243
H -2.448 0.193 2.710
H -2.094 -1.404 2.087
H -0.717 0.249 6.596
H 0.084 -1.343 6.665
H -1.141 -1.031 5.452
H 1.558 1.379 6.393
H 2.757 0.558 5.360
H 2.081 -0.288 6.714
O 1.026 -5.068 -0.256
P 1.291 -4.973 -1.778
N 1.799 -3.340 -1.674
C 0.874 -2.232 -1.506
C 2.962 -3.134 -0.804
N -0.365 -5.063 -2.206
C -1.124 -4.081 -2.963
C -1.267 -5.785 -1.307
N 1.596 -4.864 -3.528
C 1.533 -6.209 -4.137
C 2.849 -4.255 -3.999
H 0.310 -2.057 -2.421
H 1.399 -1.284 -1.335
H 0.185 -2.393 -0.669
H 3.724 -3.895 -1.005
H 2.694 -3.189 0.256
H 3.434 -2.164 -0.994
H -1.534 -3.300 -2.315
H -1.968 -4.558 -3.475
H -0.539 -3.608 -3.757
H -1.560 -5.161 -0.455
H -0.794 -6.697 -0.929
H -2.179 -6.109 -1.823
H 2.358 -6.838 -3.783
H 1.575 -6.150 -5.230
H 0.597 -6.721 -3.893
H 3.720 -4.702 -3.510
H 2.864 -3.173 -3.837
H 2.964 -4.375 -5.083
*
```

Properties
M ... 504.618 g mol⁻¹
HOMO-LUMO gap ... 6.448 eV
Largest force on an atom ... 8.28 eV Å⁻¹
DFT total energy ... -57729.54453 eV

Mulliken population analysis, charges in e, atoms 1 to 4:
1. C -0.473
2. C 0.172
3. O -0.533
4. C -0.816